*w*
{"formula": "C3H5N3S", "method": "ωB97M-V with the def2-TZVPD basis set", "species": ["C", "C", "C", "H", "H", "H", "H", "H", "N", "N", "N", "S"], "positions_angstrom": [[-0.08, 1.77, 0.47], [-0.07, -0.91, -0.24], [1.34, -1.03, -0.01], [1.28, 1.22, 0.70], [-0.15, 2.72, 0.76], [-1.73, 0.05, -1.23], [-1.81, -1.77, 0.13], [1.68, -1.82, 0.64], [-1.27, 1.34, -0.27], [-0.82, 0.14, -0.86], [-0.85, -1.92, 0.24], [2.48, 0.22, -0.34]], "mulliken_charge": [-0.2964, 0.6301, -0.3587, 0.0079, 0.4055, 0.3612, 0.2630, 0.3736, -0.4528, -0.1240, -0.6063, -0.2032], "lumo_ha": -0.0878, "homo_lumo_gap_ev": 6.1940, "e_homo_ev": -8.58}

*x*
{"formula": "C3H5N3S", "method": "ωB97M-V with the def2-TZVPD basis set", "species": ["C", "C", "C", "H", "H", "H", "H", "H", "N", "N", "N", "S"], "positions_angstrom": [[0.07, -1.64, -2.03], [0.00, 0.22, 0.14], [-0.18, -0.17, 2.19], [1.06, -2.12, -1.73], [-0.72, -2.21, -1.35], [-0.05, -1.71, -3.11], [-0.18, -0.75, 3.10], [0.24, 2.02, 2.61], [-0.34, -0.79, 0.99], [0.02, 1.15, 1.99], [0.25, 1.47, 0.71], [0.05, 0.09, -1.70]], "mulliken_charge": [-0.7228, 0.3760, -0.1239, 0.2543, 0.2496, 0.3075, 0.4184, 0.2936, -0.4362, 0.1429, -0.6718, -0.0877], "lumo_ha": 0.0322, "homo_lumo_gap_ev": 9.2143, "smiles": "CSc1nc[nH]n1", "e_homo_ev": -8.34}

Name the most stable of them. *x*.

*w*
{"formula": "C22H29N3O2S", "method": "ωB97M-V with the def2-TZVPD basis set", "species": ["C", "C", "C", "N", "C", "C", "C", "C", "C", "C", "C", "C", "C", "C", "C", "H", "H", "H", "H", "H", "H", "H", "H", "H", "H", "H", "H", "H", "H", "H", "H", "H", "H", "C", "C", "N", "C", "O", "C", "C", "O", "N", "C", "C", "C", "S", "H", "H", "H", "H", "H", "H", "H", "H", "H", "H", "H"], "positions_angstrom": [[-6.23, -2.35, -0.07], [-6.13, -0.82, -0.23], [-5.07, -0.21, 0.65], [-3.76, -0.87, 0.46], [-2.65, -0.17, 0.81], [-1.36, -0.60, 0.61], [-0.07, 0.14, 0.92], [1.03, -0.89, 1.15], [1.90, -0.70, 2.22], [3.01, -1.52, 2.36], [3.23, -2.57, 1.46], [2.38, -2.75, 0.37], [1.25, -1.94, 0.22], [-3.80, -2.31, 0.75], [-4.85, -3.04, -0.07], [-6.76, -2.60, 0.87], [-6.82, -2.77, -0.90], [-5.93, -0.61, -1.29], [-7.10, -0.38, 0.02], [-4.96, 0.85, 0.42], [-5.38, -0.33, 1.70], [-2.80, 0.90, 0.89], [-1.30, -1.52, 0.03], [-0.23, 0.83, 1.78], [1.79, 0.24, 2.79], [3.63, -1.40, 3.25], [4.02, -3.28, 1.63], [2.50, -3.58, -0.32], [0.69, -1.92, -0.73], [-2.81, -2.73, 0.58], [-4.02, -2.44, 1.83], [-4.95, -4.05, 0.34], [-4.51, -3.14, -1.11], [3.37, -0.19, -3.12], [2.31, 0.88, -3.17], [2.07, 1.42, -1.78], [0.89, 1.00, -1.13], [0.17, 0.23, -1.77], [0.40, 1.39, 0.24], [1.56, 2.35, 0.72], [1.48, 2.82, 1.84], [2.61, 2.81, -0.08], [3.38, 4.05, 0.36], [4.71, 3.68, 0.95], [2.99, 2.33, -1.34], [4.30, 2.90, -2.26], [3.54, -0.63, -4.12], [4.30, 0.29, -2.79], [3.11, -0.99, -2.42], [2.64, 1.75, -3.76], [1.36, 0.50, -3.55], [-0.60, 1.99, 0.04], [3.52, 4.63, -0.56], [2.74, 4.60, 1.05], [5.29, 4.56, 1.23], [4.60, 3.04, 1.83], [5.29, 3.12, 0.20]], "mulliken_charge": [-0.7027, -0.6682, -0.7096, 0.2786, -0.6823, -0.6211, 0.9419, 0.0035, -0.2054, -0.7782, -0.5122, -0.8949, -0.2240, -0.4987, -0.7281, 0.3166, 0.2941, 0.3215, 0.3549, 0.3380, 0.3421, 0.2434, 0.1906, 0.2093, 0.4059, 0.4041, 0.4237, 0.3947, 0.4186, 0.3740, 0.2742, 0.3416, 0.3183, -0.8419, -1.1662, -0.0200, -0.0183, -0.7022, 0.9375, -0.0148, -0.6205, 0.0169, -1.0416, -0.9859, 0.3384, -0.1740, 0.3617, 0.3038, 0.1971, 0.6201, 0.3623, 0.5685, 0.5400, 0.4181, 0.3667, 0.2903, 0.2996], "lumo_ha": -0.0132, "homo_lumo_gap_ev": 7.1169, "smiles": "CCN1C(=O)C([C@@H](/C=C/N2CCCCC2)c2ccccc2)C(=O)N(CC)C1=S", "e_homo_ev": -7.48}

*x*
{"formula": "C22H29N3O2S", "method": "ωB97M-V with the def2-TZVPD basis set", "species": ["C", "C", "C", "N", "C", "C", "N", "C", "C", "H", "H", "H", "H", "C", "C", "C", "N", "C", "O", "C", "C", "C", "C", "C", "C", "C", "C", "C", "C", "O", "C", "H", "H", "H", "H", "H", "H", "S", "H", "H", "H", "H", "H", "H", "H", "H", "H", "H", "H", "H", "H", "H", "H", "H", "H", "H", "H"], "positions_angstrom": [[3.31, 2.95, -0.18], [2.08, 2.53, -0.88], [1.06, 2.35, 0.19], [-0.40, 2.06, -0.30], [-1.35, 1.75, 0.69], [-2.86, 1.68, 0.39], [-2.98, 0.44, -0.31], [-2.04, 0.76, -1.74], [-0.63, 0.97, -1.26], [0.08, 1.08, -2.05], [-0.28, 0.23, -0.64], [-2.16, -0.07, -2.33], [-2.30, 1.42, -2.35], [-4.24, 0.35, -0.84], [-5.06, -0.46, 0.10], [-4.67, -1.92, 0.57], [-3.16, -2.13, 0.85], [-2.33, -2.60, 0.05], [-2.49, -3.11, -1.06], [-0.92, -2.25, 0.46], [-0.38, -1.77, 1.39], [0.94, -1.49, 1.53], [1.54, -1.87, 0.20], [2.86, -1.71, -0.03], [3.52, -2.07, -1.60], [4.91, -1.88, -1.68], [5.55, -1.26, -0.82], [5.00, -0.44, 0.32], [3.58, -0.98, 0.78], [3.16, -0.45, 1.88], [2.02, -0.94, 2.34], [2.33, -1.90, 2.91], [1.56, -0.26, 3.05], [5.49, -0.08, 0.99], [6.53, -0.87, -1.05], [5.33, -2.08, -2.53], [2.97, -2.86, -2.19], [0.30, -2.59, -0.61], [-0.91, -1.48, 2.39], [-2.99, -1.13, 1.54], [-5.12, -2.43, 1.40], [-4.86, -2.41, -0.23], [-6.20, -0.50, -0.02], [-5.01, -0.04, 1.19], [-4.31, -0.35, -1.81], [-4.64, 1.11, -1.20], [-3.39, 1.56, 1.24], [-2.96, 2.52, -0.19], [-1.28, 2.91, 1.37], [-1.23, 1.11, 1.50], [1.26, 1.41, 0.74], [0.91, 3.14, 0.86], [2.27, 1.72, -1.58], [1.61, 3.26, -1.41], [4.12, 3.04, -0.92], [3.67, 2.27, 0.61], [3.14, 3.81, 0.24]], "mulliken_charge": [-1.5745, -0.3720, -0.2688, -0.0561, -0.4652, -1.2150, 0.5418, -2.1066, 0.4397, 0.5558, -0.4378, 0.7351, 0.7631, -1.5463, -0.5798, -1.2657, -0.2096, -0.0100, -0.7459, 1.3533, -0.5469, -0.0716, 1.0249, 0.1439, -0.8302, -0.3560, -0.5823, -1.3543, 0.8176, -0.2881, -1.1989, 0.2815, 0.2956, 0.9359, 0.3226, 0.5596, 0.3275, -0.5154, 0.2567, 0.3248, 0.4262, 0.6691, 0.3522, 0.1867, 0.3349, 1.0197, 0.6424, 0.3620, 0.2450, 0.2896, -0.1354, 0.5827, 0.2450, 0.4751, 0.3321, 0.2421, 0.6479], "lumo_ha": -0.0192, "homo_lumo_gap_ev": 6.9539, "e_homo_ev": -7.48}

Name the most stable of them. *w*.

*w*
{"formula": "C16H17NO", "method": "ωB97M-V with the def2-TZVPD basis set", "species": ["C", "C", "C", "C", "C", "C", "C", "C", "C", "N", "H", "H", "H", "H", "H", "H", "H", "H", "H", "C", "C", "C", "C", "C", "C", "C", "O", "H", "H", "H", "H", "H", "H", "H", "H"], "positions_angstrom": [[2.54, 2.02, 2.76], [0.83, -1.27, 2.22], [0.80, 0.12, 2.16], [2.14, 0.60, 2.47], [2.91, -0.52, 2.50], [-0.31, -2.05, 2.06], [-1.50, -1.41, 1.82], [-1.50, -0.01, 1.59], [-0.40, 0.76, 1.85], [2.12, -1.66, 2.56], [-0.28, -3.07, 2.41], [-2.36, -1.99, 1.54], [2.43, -2.60, 2.35], [-2.46, 0.43, 1.38], [3.98, -0.61, 2.49], [-0.54, 1.82, 1.68], [3.59, 2.06, 3.01], [1.99, 2.29, 3.68], [2.01, 2.64, 2.03], [-1.98, 2.33, -2.04], [-2.17, -0.11, -2.57], [-1.38, 1.01, -2.40], [-1.58, -1.32, -2.92], [-0.23, -1.42, -3.16], [0.00, 0.87, -2.55], [0.59, -0.31, -2.96], [0.42, -2.53, -3.63], [-3.24, -0.12, -2.45], [-2.22, -2.19, -2.99], [-2.88, 2.62, -2.59], [-1.32, 3.19, -2.24], [0.60, 1.77, -2.38], [-0.16, -3.31, -3.66], [1.65, -0.45, -3.05], [-2.09, 2.44, -0.96]], "mulliken_charge": [-1.2940, -0.5429, 1.4215, 0.3112, -0.6205, -0.6280, -0.7368, -0.3398, -0.5120, -0.1372, 0.3636, 0.3824, 0.2494, 0.3784, 0.4326, 0.3131, 0.3459, 0.3090, 0.3024, -1.4227, -0.5272, 0.5355, -0.5454, 0.8101, -0.3940, -0.6053, -0.5523, 0.4068, 0.2839, 0.3719, 0.3746, 0.3199, 0.2923, 0.4198, 0.2336], "lumo_ha": 0.0289, "homo_lumo_gap_ev": 8.5656, "smiles": "Cc1c[nH]c2ccccc12.Cc1ccc(O)cc1", "e_homo_ev": -7.78}

*x*
{"formula": "C16H17NO", "method": "ωB97M-V with the def2-TZVPD basis set", "species": ["C", "C", "C", "C", "C", "C", "C", "C", "C", "N", "H", "H", "H", "H", "H", "H", "H", "H", "H", "C", "C", "C", "C", "C", "C", "C", "O", "H", "H", "H", "H", "H", "H", "H", "H"], "positions_angstrom": [[2.87, -0.84, 0.46], [0.60, 0.29, 0.68], [1.68, -0.33, 1.21], [0.24, 0.18, 2.90], [1.47, -0.43, 2.63], [-0.32, 0.14, 4.18], [2.27, -0.91, 3.67], [0.46, -0.38, 5.19], [1.74, -0.91, 4.94], [-0.30, 0.58, 1.70], [0.34, 0.68, -0.29], [-1.11, 1.18, 1.71], [2.96, -0.40, -0.52], [2.88, -1.93, 0.35], [-1.28, 0.56, 4.43], [3.28, -1.27, 3.49], [0.07, -0.42, 6.19], [2.32, -1.33, 5.74], [3.77, -0.57, 1.02], [0.18, -0.20, -5.65], [-2.06, 0.56, -2.06], [-1.18, 1.52, -2.52], [-2.14, -0.67, -2.67], [-0.49, 1.26, -3.70], [-1.40, -0.93, -3.81], [-0.62, 0.07, -4.40], [-2.89, 0.77, -0.96], [-0.92, 2.38, -1.91], [-3.35, 1.62, -1.11], [-2.82, -1.42, -2.30], [0.16, 2.01, -4.13], [-1.49, -1.90, -4.28], [-0.31, 0.08, -6.59], [0.35, -1.27, -5.74], [1.16, 0.26, -5.60]], "mulliken_charge": [-1.3041, -0.8127, 0.7068, -0.1685, 0.7581, -0.7332, -0.5047, -0.4032, -0.5863, 0.0486, 0.3735, 0.2402, 0.3606, 0.2641, 0.3272, 0.3341, 0.3682, 0.3759, 0.3540, -1.3382, 0.7064, -0.5681, -0.5630, -0.4944, -0.4526, 0.4780, -0.5738, 0.3784, 0.3244, 0.4147, 0.3643, 0.3256, 0.2738, 0.3647, 0.3612], "lumo_ha": 0.0240, "homo_lumo_gap_ev": 8.3092, "smiles": "Cc1c[nH]c2ccccc12.Cc1ccc(O)cc1", "e_homo_ev": -7.66}

Name the most stable of them. *x*.

*w*
{"formula": "CH3BrI2Si", "method": "ωB97M-V with the def2-TZVPD basis set", "species": ["C", "Si", "Br", "I", "I", "H", "H", "H"], "positions_angstrom": [[0.50, -0.50, 0.32], [-0.01, 1.28, 0.23], [0.40, -1.38, 2.22], [-2.44, 1.26, 0.58], [-0.26, -1.67, -3.13], [1.59, -0.77, 0.06], [-0.25, -0.93, -0.35], [0.48, 2.70, 0.08]], "mulliken_charge": [-0.4755, 0.2928, -0.1347, 0.0226, -0.1305, 0.3649, 0.0757, -0.0154], "lumo_ha": [-0.0637, -0.1246], "homo_lumo_gap_ev": [8.0195, 3.9750], "e_homo_ev": [-9.75, -7.37]}

*x*
{"formula": "CH3BrI2Si", "method": "ωB97M-V with the def2-TZVPD basis set", "species": ["C", "Si", "Br", "I", "I", "H", "H", "H"], "positions_angstrom": [[-0.28, 0.71, 0.49], [-0.14, -0.79, -0.66], [-1.89, 1.76, -0.02], [-1.65, -2.69, 0.10], [3.89, -0.47, 0.06], [0.49, 1.35, 0.46], [-0.71, 0.53, 1.53], [0.29, -0.41, -1.97]], "mulliken_charge": [-0.6146, 0.2194, -0.1199, -0.0151, -0.2243, 0.4052, 0.3111, 0.0382], "lumo_ha": [-0.0699, -0.1127], "homo_lumo_gap_ev": [7.4320, 4.8520], "e_homo_ev": [-9.33, -7.92]}

Name the most stable of them. *x*.

*w*
{"formula": "C5H10O2S", "method": "ωB97M-V with the def2-TZVPD basis set", "species": ["C", "C", "C", "C", "C", "H", "H", "H", "H", "H", "H", "H", "H", "H", "H", "O", "O", "S"], "positions_angstrom": [[-1.28, 0.30, -2.13], [-0.03, 0.26, 0.27], [1.20, 0.40, -0.60], [-0.46, -1.18, 0.66], [1.00, 0.41, 2.50], [-0.60, 1.15, -2.78], [-0.89, -0.72, -2.17], [-2.64, 0.02, -2.49], [1.58, 1.42, -0.73], [2.15, -0.04, -0.21], [0.60, 0.17, -1.56], [-1.52, -1.05, 1.23], [-0.49, -2.06, -0.11], [0.17, -1.78, 1.31], [0.78, 1.14, 3.34], [-0.01, 0.68, 1.62], [1.96, -0.28, 2.24], [-1.53, 1.16, -0.40]], "mulliken_charge": [-0.9401, 0.7642, -1.0008, -1.2009, 0.1359, 0.2620, 0.4019, 0.2745, 0.3383, 0.3409, 0.1844, 0.3171, 0.2657, 0.3752, 0.3223, -0.3436, -0.4779, -0.0192], "lumo_ha": 0.0245, "homo_lumo_gap_ev": 9.7043, "e_homo_ev": -9.04}

*x*
{"formula": "C5H10O2S", "method": "ωB97M-V with the def2-TZVPD basis set", "species": ["C", "C", "C", "C", "C", "H", "H", "H", "H", "H", "H", "H", "H", "H", "H", "O", "O", "S"], "positions_angstrom": [[-0.03, 0.91, 1.38], [-0.16, 0.23, -0.02], [1.12, 0.38, -0.77], [-1.28, 0.87, -0.78], [-2.01, -1.04, 0.20], [0.38, 0.17, 2.08], [-1.02, 1.21, 1.77], [0.66, 1.77, 1.21], [1.24, 1.45, -0.94], [0.92, -0.11, -1.74], [2.49, 0.19, 1.15], [-1.25, 0.65, -1.87], [-1.52, 1.97, -0.64], [-2.36, -1.19, 1.23], [-2.45, -1.83, -0.45], [-2.41, 0.24, -0.20], [-0.62, -1.09, 0.11], [2.58, -0.35, -0.07]], "mulliken_charge": [-1.8255, 1.6407, -1.0153, -0.6393, -0.2711, 0.4180, 0.4248, 0.3742, 0.3686, 0.3914, 0.1050, 0.3609, 0.2555, 0.2532, 0.2497, -0.3867, -0.4912, -0.2130], "lumo_ha": 0.0286, "homo_lumo_gap_ev": 9.9463, "smiles": "C[C@]1(CS)COCO1", "e_homo_ev": -9.17}

Name the most stable of them. *x*.